(A)
81
Properties=species:S:1:pos:R:3:mulliken_spin:R:1 method="wB97M-V/def2-TZVPD" molar_mass_g_mol=990.51 multiplicity=2
W -0.08729 -1.05412 -0.84641 0.915
O -0.72612 1.38777 -5.84419 0.000
C -1.67433 1.94616 -5.07474 -0.001
C -2.41445 2.99139 -5.62938 0.000
C -3.40668 3.61054 -4.89938 0.001
C -3.68702 3.20828 -3.59424 0.000
C -2.95197 2.18397 -3.03784 0.002
C -1.94266 1.53740 -3.75655 -0.002
C -1.15362 0.48994 -3.09856 0.027
O -1.33603 0.27727 -1.82199 0.002
N -0.26784 -0.17713 -3.77547 -0.003
N 0.47222 -1.00468 -2.94571 0.010
C 1.34420 -1.75375 -3.53679 -0.012
S 1.44440 -1.88623 -5.26943 0.005
C 2.85108 -3.03689 -5.21539 0.000
C 2.72598 -3.87384 -3.95613 0.005
S 2.39676 -2.73298 -2.59123 0.000
H -0.30306 0.66362 -5.33137 0.000
H -2.18517 3.29424 -6.64217 0.000
H -3.97094 4.41768 -5.34896 0.000
H -4.46741 3.69453 -3.02526 0.000
H -3.14312 1.85714 -2.02417 -0.001
H 3.77874 -2.46573 -5.22099 0.000
H 2.80014 -3.65099 -6.11373 0.000
H 3.64452 -4.40849 -3.72174 0.000
H 1.90300 -4.58600 -4.00834 0.000
N -1.86032 -1.37155 0.53696 -0.033
C -2.71794 -0.18538 0.65725 -0.002
C -1.82021 1.01125 0.96810 -0.002
N -0.42439 0.73109 0.54780 -0.003
H -2.36623 -2.15924 0.14172 0.006
H -1.50617 -1.63914 1.45718 0.024
H -3.46122 -0.31791 1.44486 0.000
H -3.22886 -0.04994 -0.29297 0.000
H -1.82608 1.22084 2.03797 -0.001
H -2.17521 1.89840 0.44751 0.000
H 0.15862 0.60864 1.37604 0.001
H -0.06400 1.52826 0.03134 0.005
S 1.85366 -5.40720 -0.76959 -0.018
Sb 0.14343 -4.32112 0.20195 0.013
S 1.14537 -2.06812 0.87674 0.080
S -0.96145 -3.09571 -1.71226 -0.011
C 3.25929 -1.51478 5.25034 0.000
C 2.20942 -1.59335 4.16846 0.000
O 0.94004 -1.19737 4.72582 0.001
P -0.05104 -0.21483 3.90094 -0.003
O -0.76058 0.50612 5.17993 0.000
C 0.05697 1.36935 5.98130 0.000
C -0.84548 2.19543 6.86593 0.000
O -1.29787 -1.16508 3.49346 -0.001
C -1.85056 -2.13250 4.41887 -0.003
C -1.49956 -3.52841 3.95955 0.006
H 4.22009 -1.85075 4.85868 0.000
H 2.99003 -2.14862 6.09531 0.000
H 3.37197 -0.49046 5.60799 0.000
H 2.10685 -2.60739 3.78082 0.001
H 2.45803 -0.94823 3.32275 0.001
H 0.65918 2.01324 5.32949 0.000
H 0.73981 0.75644 6.57359 0.000
H -1.51728 2.80879 6.26605 0.000
H -0.24895 2.85161 7.50059 0.000
H -1.44592 1.54826 7.50479 0.000
H -2.92826 -1.96931 4.42885 0.000
H -1.46744 -1.93560 5.41914 0.000
H -1.88308 -3.72284 2.95648 -0.003
H -1.93422 -4.26555 4.63654 0.000
H -0.41829 -3.66536 3.94413 0.001
F 1.36583 5.24376 -3.40941 0.000
C 1.50835 4.04008 -2.81431 -0.003
C 1.43846 3.95839 -1.44168 0.003
C 1.57447 2.70838 -0.84818 -0.004
C 1.75357 1.53941 -1.59753 -0.018
C 1.80766 0.19614 -0.92908 0.023
C 1.88253 1.69363 -2.98227 -0.004
C 1.75047 2.92846 -3.59608 0.002
H 1.30128 4.85452 -0.85186 0.000
H 1.58662 2.65400 0.23612 0.000
H 2.13144 0.33093 0.10539 0.014
H 2.57508 -0.42543 -1.39167 -0.018
H 2.09867 0.83256 -3.59962 -0.001
H 1.83007 3.03411 -4.67000 0.000

---

(B)
81
Properties=species:S:1:pos:R:3:mulliken_spin:R:1 method="wB97M-V/def2-TZVPD" molar_mass_g_mol=990.51 multiplicity=2
W -0.39681 -0.51640 -0.03479 0.709
O -4.84713 0.36865 -0.26246 0.000
C -4.80928 1.56362 -0.89276 -0.001
C -6.03077 2.19905 -1.11745 0.001
C -6.07279 3.42074 -1.75557 0.000
C -4.89972 4.03773 -2.18627 0.000
C -3.69090 3.41522 -1.96161 -0.001
C -3.61967 2.17929 -1.31073 -0.005
C -2.29791 1.56269 -1.06898 0.000
O -2.26900 0.33832 -0.59854 0.043
N -1.22713 2.25610 -1.28401 0.005
N -0.07207 1.48349 -1.07405 -0.026
C 0.95301 1.96746 -1.69359 0.008
S 2.41073 1.06518 -1.87654 -0.010
C 3.38275 2.52188 -2.35605 -0.002
C 2.50698 3.34696 -3.27733 0.000
S 0.87097 3.51312 -2.50815 0.004
H -3.93706 0.01191 -0.27759 -0.004
H -6.93251 1.70206 -0.78585 0.000
H -7.02957 3.89724 -1.92800 0.000
H -4.93611 4.99037 -2.69640 0.000
H -2.76504 3.86832 -2.28944 0.000
H 4.27259 2.15316 -2.86531 0.000
H 3.67880 3.08864 -1.47261 0.000
H 2.39130 2.85240 -4.24117 0.000
H 2.90346 4.35007 -3.43046 0.000
N -0.83702 1.26257 1.41066 -0.010
C -1.84269 0.97194 2.44749 0.006
C -1.35083 -0.26456 3.15695 -0.007
N -1.08334 -1.26333 2.11086 0.004
H 0.03007 1.58303 1.83791 0.000
H -1.14254 2.04217 0.83143 0.003
H -2.79920 0.79177 1.95386 -0.002
H -1.96308 1.81179 3.13426 0.001
H -2.07705 -0.62532 3.88746 -0.001
H -0.41851 -0.05017 3.67386 -0.001
H -1.92745 -1.79142 1.92209 0.003
H -0.36257 -1.92341 2.39249 -0.001
S 3.48862 -2.15339 -2.72463 0.032
Sb 1.44052 -2.96791 -2.17386 0.007
S 1.06025 -2.51076 0.31947 -0.003
S 0.00245 -0.96215 -2.32729 0.133
C 5.55830 -1.15715 0.65670 0.000
C 4.10734 -1.56813 0.65843 -0.001
O 3.33428 -0.35913 0.87617 0.005
P 1.80934 -0.10130 1.18717 0.092
O 1.93315 1.50893 1.42285 0.006
C 3.13466 2.28235 1.55867 -0.001
C 3.72041 2.20619 2.95078 0.000
O 1.59661 -0.66247 2.68590 -0.009
C 2.61429 -1.10084 3.60038 -0.001
C 2.33964 -2.53813 3.98074 0.002
H 6.17602 -2.03940 0.48651 0.000
H 5.85669 -0.69465 1.59988 0.000
H 5.74372 -0.45868 -0.15994 0.000
H 3.87475 -2.27992 1.45150 -0.002
H 3.82909 -1.98941 -0.30199 0.004
H 2.83495 3.30339 1.31879 0.000
H 3.85230 1.94443 0.81104 0.001
H 2.97700 2.48152 3.70038 0.000
H 4.56293 2.89430 3.03422 0.000
H 4.08312 1.20200 3.16578 0.000
H 2.58030 -0.43659 4.46636 0.000
H 3.59713 -0.99900 3.14078 0.000
H 1.37085 -2.62775 4.47533 0.000
H 3.10500 -2.89957 4.66889 0.000
H 2.33635 -3.16621 3.08928 -0.001
F -3.09418 -4.95365 -4.97053 0.000
C -2.80701 -4.30033 -3.82102 -0.004
C -2.06499 -4.94108 -2.85518 0.004
C -1.78465 -4.25900 -1.67649 0.009
C -2.22199 -2.95455 -1.47080 0.029
C -1.91334 -2.24051 -0.19965 -0.009
C -2.97974 -2.34832 -2.47630 -0.015
C -3.27926 -3.01135 -3.65199 0.003
H -1.71790 -5.95155 -3.02319 0.000
H -1.20634 -4.75067 -0.90255 0.001
H -1.59846 -2.98694 0.52927 0.003
H -2.82964 -1.75831 0.16010 -0.003
H -3.32405 -1.33053 -2.33772 0.000
H -3.86147 -2.54610 -4.43579 0.000

---

In kJ/mol, relative to the most stable structure: (A) 0.0; (B) 78.2.

---

(A)
26
Properties=species:S:1:pos:R:3:nbo_charge:R:1 method="wB97M-V/def2-TZVPD" charge=+1 molar_mass_g_mol=144.14
N -1.71965 0.88566 -1.09600 -0.899
H -2.04861 1.78914 -0.74065 0.441
H -1.45033 0.13395 -0.38016 0.472
H -2.43719 0.64397 -1.78628 0.426
H -0.91632 1.05300 -1.70343 0.449
H 1.32308 0.45325 1.50249 0.512
H 0.61696 0.74799 2.85738 0.495
O 0.90120 0.02682 2.27101 -0.981
H -1.04364 4.41673 -1.39962 0.491
H -1.24476 4.38187 0.10591 0.488
O -1.05730 3.80970 -0.65003 -0.973
H -0.40250 -0.70493 1.36810 0.515
H -0.91215 -1.68441 0.19086 0.518
O -1.10736 -0.88982 0.72578 -0.985
H 0.98660 -2.89769 0.64321 0.513
H 0.36234 -3.89767 -0.33236 0.488
O 0.51534 -2.95389 -0.20506 -1.001
H 2.05757 1.55220 -0.53764 0.491
H 1.19182 2.60876 0.17845 0.494
O 1.20148 1.68804 -0.11646 -0.971
H -0.11348 -0.80967 -3.72684 0.492
H 0.05967 -1.53944 -2.33834 0.503
O -0.46733 -0.89418 -2.83756 -0.990
H 1.60579 -1.93224 2.71802 0.495
H 2.22374 -3.23703 3.02349 0.490
O 1.87504 -2.75011 2.26572 -0.972

---

(B)
26
Properties=species:S:1:pos:R:3:nbo_charge:R:1 method="wB97M-V/def2-TZVPD" charge=+1 molar_mass_g_mol=144.14
N -1.00858 -0.07808 1.05491 -0.939
H -1.17749 0.74063 0.32444 0.467
H -1.69478 0.00048 1.92915 0.472
H -1.16888 -0.94665 0.58089 0.453
H -0.07670 0.02701 1.34484 0.436
H 1.50817 -1.44529 -0.64649 0.508
H 2.16821 -2.72186 -1.27403 0.509
O 1.38149 -2.13802 -1.31297 -1.004
H -2.94623 1.17952 4.04284 0.499
H -1.67753 1.77961 3.46130 0.483
O -2.32986 1.13676 3.35375 -0.958
H -0.32284 -2.62407 -0.53659 0.517
H -1.75191 -3.05966 -0.03716 0.497
O -1.18805 -2.36015 -0.22712 -0.973
H -0.25040 1.20351 -1.95891 0.531
H -1.14064 2.53195 -1.80203 0.501
O -0.68753 1.81570 -1.29524 -1.033
H 1.90263 0.49636 0.47153 0.508
H 2.87116 -0.51723 1.05644 0.498
O 1.94213 -0.42928 0.74955 -1.002
H 2.12067 2.63657 0.29174 0.501
H 0.49155 2.50698 0.10346 0.528
O 1.33881 2.09838 0.46389 -1.008
H 0.66661 -0.92819 -2.29891 0.508
H 0.81497 -0.15700 -3.69126 0.499
O 0.38344 -0.14291 -2.82507 -0.998

---

(C)
26
Properties=species:S:1:pos:R:3:nbo_charge:R:1 method="wB97M-V/def2-TZVPD" charge=+1 molar_mass_g_mol=144.14
N -0.19688 0.10631 0.36542 -0.922
H 0.42112 1.08331 0.14742 0.535
H -0.63488 0.25431 1.20042 0.423
H 0.02712 -0.92969 0.51142 0.493
H -0.82688 0.30131 -0.35158 0.441
O 0.98512 3.09331 0.91142 -0.936
H 1.53412 3.72031 0.70042 0.467
H 0.46112 3.55831 1.62742 0.483
O -2.53388 2.34531 0.37742 -0.916
H -2.47888 2.95831 -0.15858 0.442
H -3.31388 2.68131 0.80842 0.475
O -1.47288 -2.00269 2.13642 -0.949
H -1.71888 -2.55069 2.83042 0.489
H -2.30188 -1.76769 1.81142 0.464
O 3.01512 1.03331 -0.56958 -0.926
H 3.26312 1.15331 0.29942 0.462
H 3.78412 0.74731 -0.91458 0.467
O 0.13512 -2.70869 -1.34058 -0.943
H -0.84488 -2.93769 -1.54258 0.482
H 0.45112 -2.46969 -2.11258 0.471
O 0.84012 -4.23869 0.70542 -0.978
H 1.07412 -5.04469 0.12642 0.491
H 0.31512 -3.56169 0.33342 0.481
O 0.10612 1.57631 -2.33558 -0.993
H 0.07012 1.02431 -3.09958 0.492
H -0.15888 2.57531 -2.46758 0.507

---

In kJ/mol, relative to the most stable structure: (A) 0.0; (B) 26.0; (C) 452.2.

---

(A)
60
Properties=species:S:1:pos:R:3:nbo_charge:R:1 method="wB97M-V/def2-TZVPD" molar_mass_g_mol=410.52 smiles="CCN1CCN(C(=O)c2ccc3c(=O)n(CCC4=CCCCC4)c(=O)[nH]c3c2)CC1"
C -0.32932 4.96069 -6.41602 -0.608
C 0.92660 4.89194 -5.55135 -0.216
N 1.42282 3.52778 -5.47219 -0.450
C 0.72198 2.67956 -4.53119 -0.225
C 1.13987 2.92331 -3.06742 -0.240
N 2.57325 2.80056 -2.94751 -0.433
C 3.24116 1.93954 -2.15361 0.664
O 4.45682 1.91373 -2.08140 -0.614
C 2.40716 0.99356 -1.33792 -0.060
C 1.73237 -0.06729 -1.94846 -0.250
C 1.03892 -0.97467 -1.17968 -0.115
C 1.00956 -0.84518 0.20871 -0.230
C 0.26333 -1.80665 1.02665 0.681
O -0.37790 -2.72810 0.56814 -0.593
N 0.33635 -1.59878 2.39790 -0.464
C -0.39384 -2.52138 3.25729 -0.217
C -1.81843 -2.02210 3.52621 -0.426
C -2.58251 -3.04573 4.32038 0.008
C -2.62870 -3.01134 5.64460 -0.184
C -3.34731 -4.01828 6.48870 -0.434
C -4.30075 -4.87240 5.65795 -0.391
C -3.60245 -5.33129 4.38295 -0.390
C -3.26600 -4.11903 3.52024 -0.440
C 1.00564 -0.56477 3.02304 0.796
O 1.02215 -0.41580 4.22213 -0.617
N 1.66723 0.30340 2.18809 -0.611
C 1.70208 0.20462 0.82003 0.288
C 2.40206 1.12211 0.03924 -0.255
C 3.29940 3.67825 -3.84324 -0.251
C 2.85352 3.39621 -5.28571 -0.217
H -0.61657 5.99776 -6.56879 0.209
H -0.13514 4.50145 -7.38091 0.214
H -1.16153 4.44109 -5.94874 0.199
H 1.70361 5.49983 -6.02004 0.198
H 0.71216 5.32905 -4.56356 0.162
H 0.94658 1.64084 -4.79333 0.196
H -0.35196 2.83342 -4.63491 0.207
H 0.85082 3.93875 -2.76668 0.190
H 0.64116 2.21417 -2.40738 0.230
H 1.76693 -0.17549 -3.02170 0.222
H 0.50662 -1.80196 -1.62323 0.242
H 0.15156 -2.60904 4.19788 0.233
H -0.42049 -3.48464 2.74535 0.229
H -2.31525 -1.84746 2.56904 0.211
H -1.75853 -1.07961 4.07349 0.219
H -2.11135 -2.22797 6.18244 0.200
H -3.89442 -3.50562 7.28436 0.211
H -2.60370 -4.65937 6.97523 0.206
H -4.63680 -5.73182 6.24137 0.206
H -5.17954 -4.28161 5.39106 0.195
H -2.68249 -5.85736 4.64623 0.196
H -4.23927 -6.02124 3.82582 0.206
H -2.63023 -4.41337 2.68218 0.216
H -4.18619 -3.70543 3.09324 0.209
H 2.17367 1.04974 2.64559 0.422
H 2.94663 1.92791 0.50830 0.223
H 3.08992 4.72115 -3.57840 0.189
H 4.36436 3.48090 -3.71533 0.252
H 3.12482 2.36664 -5.54089 0.198
H 3.36958 4.06682 -5.97420 0.205

---

(B)
60
Properties=species:S:1:pos:R:3:nbo_charge:R:1 method="wB97M-V/def2-TZVPD" molar_mass_g_mol=410.52 smiles="Cc1cc(N2CCOCC2)nc2ccc(NC(=O)CCC(=O)N3CCCCC3)cc12"
C -1.34766 -2.74791 -0.76089 -0.643
C -2.21825 -1.53978 -0.60514 0.067
C -3.57821 -1.64540 -0.66193 -0.298
C -4.39465 -0.48974 -0.51831 0.405
N -5.75985 -0.55749 -0.65012 -0.415
C -6.53144 -1.71548 -0.25621 -0.237
C -6.97562 -1.56575 1.20709 -0.081
O -7.72104 -0.38631 1.39443 -0.527
C -6.97669 0.75460 1.01367 -0.084
C -6.52628 0.65789 -0.44668 -0.256
N -3.87401 0.70663 -0.34167 -0.511
C -2.53695 0.84524 -0.28789 0.158
C -2.00668 2.13688 -0.09569 -0.195
C -0.65834 2.34450 -0.01910 -0.218
C 0.22963 1.25892 -0.13540 0.141
N 1.62035 1.40250 -0.07643 -0.628
C 2.35178 2.52326 0.10715 0.683
O 1.90769 3.63980 0.28376 -0.620
C 3.86834 2.29435 0.10469 -0.488
C 4.37404 1.23887 -0.89191 -0.506
C 4.36611 -0.14460 -0.26577 0.701
O 3.36026 -0.84458 -0.34456 -0.674
N 5.45018 -0.55590 0.41199 -0.430
C 6.68573 0.16280 0.62345 -0.211
C 7.83149 -0.54283 -0.10545 -0.407
C 7.94459 -1.98344 0.38735 -0.399
C 6.60432 -2.69515 0.21922 -0.405
C 5.50016 -1.91198 0.92725 -0.226
C -0.26283 -0.01563 -0.32347 -0.241
C -1.64225 -0.25203 -0.40278 -0.055
H -0.67691 -2.62509 -1.60994 0.226
H -1.95101 -3.63869 -0.91970 0.216
H -0.73807 -2.89376 0.12991 0.225
H -4.02615 -2.61088 -0.84035 0.206
H -7.41896 -1.76261 -0.89685 0.201
H -5.96285 -2.63480 -0.37695 0.207
H -6.08282 -1.55460 1.85338 0.163
H -7.62759 -2.38955 1.50369 0.193
H -6.08895 0.85606 1.65517 0.172
H -7.63640 1.60953 1.16675 0.194
H -7.40290 0.61684 -1.10088 0.193
H -5.89702 1.50726 -0.70580 0.253
H -2.69978 2.95892 -0.00855 0.220
H -0.25865 3.33366 0.12975 0.255
H 2.11543 0.51806 -0.19531 0.434
H 4.31734 3.26455 -0.11528 0.241
H 4.15837 2.02425 1.12452 0.226
H 3.70854 1.20806 -1.75759 0.245
H 5.36678 1.50317 -1.25303 0.223
H 6.59833 1.19779 0.30060 0.215
H 6.89223 0.16427 1.70114 0.195
H 8.76289 -0.00374 0.07178 0.214
H 7.63140 -0.53702 -1.17906 0.201
H 8.72197 -2.51014 -0.16799 0.214
H 8.22706 -1.98370 1.44284 0.196
H 6.65380 -3.70366 0.63074 0.216
H 6.36013 -2.77194 -0.84220 0.204
H 4.52505 -2.37018 0.75764 0.251
H 5.69618 -1.87433 2.00454 0.188
H 0.43230 -0.83767 -0.41097 0.215

---

In kJ/mol, relative to the most stable structure: (A) 0.0; (B) 34.9.

---

(A)
11
Properties=species:S:1:pos:R:3:nbo_charge:R:1 method="wB97M-V/def2-TZVPD" molar_mass_g_mol=61.09 smiles="[H]/N=C/N.N"
H 2.30344 1.47024 0.09679 0.346
N 2.12929 0.55831 0.51208 -0.768
C 0.96778 0.52950 1.05402 0.296
N 0.28839 -0.65042 1.05816 -0.811
H 0.35396 1.33992 1.47100 0.146
H -0.68976 -0.75436 1.24987 0.397
H 0.75832 -1.45874 0.68295 0.394
N -2.54618 -0.30387 -1.99126 -1.076
H -1.87284 0.35197 -2.36903 0.359
H -2.30080 -1.17924 -2.43715 0.357
H -3.48225 -0.03080 -2.25473 0.361

---

(B)
11
Properties=species:S:1:pos:R:3:nbo_charge:R:1 method="wB97M-V/def2-TZVPD" molar_mass_g_mol=61.09 smiles="[H]/N=C/N.N"
H -0.60953 1.86263 0.65631 0.350
N 0.14768 1.22865 0.47491 -0.744
C 0.30400 0.29715 1.32293 0.284
N 1.27574 -0.64085 1.18246 -0.809
H -0.36123 0.20681 2.18667 0.148
H 1.23597 -1.47014 1.76714 0.383
H 1.54200 -0.88034 0.23751 0.398
N -0.67668 -0.21848 -2.17824 -1.081
H -0.97499 -0.99223 -1.58965 0.340
H -0.34645 0.45897 -1.48650 0.382
H -1.53651 0.14782 -2.57354 0.349

---

In kJ/mol, relative to the most stable structure: (A) 35.3; (B) 0.0.